C60H48ClO5S3SiW | the ωB97M-V functional and the def2-TZVPD basis

Results
Kohn-Sham gap	6.480	eV
total charge	+1
LUMO	-3.67	eV
HOMO energy	-10.15	eV
energy	-4702.7728	hartree
spin multiplicity	1
molecular weight	1192.62	g/mol

Element x y z (Å)
W: -0.093 0.973 -0.626
Cl: 1.719 0.600 -4.004
S: -0.724 -0.929 1.713
S: -2.570 1.058 -3.331
S: -1.756 -3.738 0.201
Si: 1.710 3.619 0.062
O: 0.113 -0.250 -2.117
O: 0.395 -0.445 0.686
O: 0.247 1.928 -2.274
O: -1.720 0.985 -0.165
O: 0.707 2.278 0.417
C: -1.779 -6.483 0.396
C: -0.937 2.727 4.367
C: -3.338 -0.542 -3.438
C: -1.627 -7.735 2.458
C: -2.653 -1.750 -3.406
C: 2.200 -6.416 4.399
C: 3.827 3.577 -1.882
C: -1.562 -6.530 3.153
C: 0.786 -3.207 2.002
C: 5.055 1.611 -2.516
C: 4.305 0.861 -1.626
C: -2.093 2.064 3.970
C: 4.912 -2.892 -1.053
C: 0.204 0.774 -3.078
C: 2.636 5.909 3.398
C: -1.002 3.971 5.202
C: 0.133 -2.168 2.659
C: -0.975 6.687 -2.177
C: 2.296 -6.488 2.995
C: -0.945 0.832 -4.078
C: 3.800 3.817 3.616
C: 1.462 -3.638 -2.211
C: -0.781 0.445 2.811
C: 0.307 2.223 3.972
C: 0.387 6.911 -2.043
C: 2.116 5.491 2.179
C: 1.170 6.005 -1.345
C: 0.396 1.081 3.204
C: -1.553 5.569 -1.595
C: 1.867 -5.453 2.214
C: -1.585 -9.042 3.196
C: -5.421 -1.734 -3.625
C: -4.737 -2.941 -3.623
C: -3.357 -2.942 -3.516
C: -2.028 0.929 3.174
C: -1.742 -7.692 1.073
C: 1.170 -4.241 4.205
C: 4.815 2.971 -2.642
C: 3.411 -2.700 0.826
C: 4.673 -2.600 0.305
C: -0.058 -3.547 -0.336
C: 3.872 -3.238 -1.866
C: 2.552 -3.322 -1.361
C: 3.290 3.410 2.395
C: 3.048 2.839 -0.988
C: -0.767 4.667 -0.894
C: -4.727 -0.539 -3.546
C: 2.317 -3.089 0.013
C: -0.016 -2.133 4.063
C: 1.302 -4.288 2.798
C: 0.196 -3.728 -1.717
C: 0.610 4.861 -0.767
C: 0.986 -3.249 0.527
C: 3.471 5.070 4.118
C: 3.314 1.471 -0.873
C: 1.649 -5.316 4.990
C: 2.436 4.238 1.659
C: -1.599 -5.318 2.486
C: -1.692 -5.286 1.098
C: 0.515 -3.139 4.813
H: -0.530 -1.313 4.542
H: -1.251 3.814 -0.430
H: 5.825 1.139 -3.112
H: -2.617 5.397 -1.688
H: 1.212 2.746 4.256
H: 5.496 -2.303 0.941
H: 1.935 -5.530 1.140
H: -1.572 -4.394 3.044
H: -5.279 -3.873 -3.704
H: 2.230 6.205 -1.247
H: -0.598 -9.211 3.628
H: -2.026 4.310 5.339
H: -1.486 -6.540 4.234
H: 3.655 4.637 -2.006
H: -2.931 0.444 2.828
H: -6.499 -1.720 -3.710
H: -0.568 3.790 6.187
H: 1.360 0.696 2.893
H: 2.388 6.888 3.785
H: -5.260 0.402 -3.582
H: -0.757 1.710 -4.696
H: -1.586 7.386 -2.733
H: 0.429 -3.108 5.891
H: -1.581 -1.771 -3.274
H: 1.454 6.149 1.630
H: 2.708 -7.375 2.534
H: 1.556 -5.253 6.067
H: 2.785 0.852 -0.143
H: -2.818 -3.880 -3.503
H: -0.638 -3.964 -2.364
H: -0.932 -0.053 -4.711
H: 4.465 3.169 4.172
H: 3.249 -2.484 1.871
H: 2.553 -7.240 5.003
H: -3.059 2.455 4.262
H: 5.397 3.562 -3.337
H: 5.917 -2.829 -1.447
H: -1.807 -8.617 0.515
H: -2.306 -9.052 4.013
H: 0.841 7.789 -2.483
H: 1.654 -3.810 -3.262
H: -1.873 -6.464 -0.681
H: -1.809 -9.877 2.534
H: 3.874 5.393 5.069
H: 4.037 -3.450 -2.915
H: -0.429 4.774 4.738
H: 4.487 -0.198 -1.514
H: 3.575 2.440 1.999

Here are the Löwdin charges for atoms 1 to 99, given in e: number 1, W, carries 1.83; number 2, Cl, carries 0.76; number 3, S, carries 1.15; number 4, S, carries 0.98; number 5, S, carries 1.00; number 6, Si, carries 0.62; number 7, O, carries -0.31; number 8, O, carries -0.59; number 9, O, carries -0.30; number 10, O, carries -0.39; number 11, O, carries -0.41; number 12, C, carries -0.08; number 13, C, carries -0.23; number 14, C, carries -0.51; number 15, C, carries -0.27; number 16, C, carries -0.10; number 17, C, carries -0.05; number 18, C, carries -0.07; number 19, C, carries -0.03; number 20, C, carries -0.14; number 21, C, carries -0.08; number 22, C, carries -0.09; number 23, C, carries -0.01; number 24, C, carries -0.08; number 25, C, carries -1.09; number 26, C, carries -0.08; number 27, C, carries -0.03; number 28, C, carries -0.30; number 29, C, carries -0.07; number 30, C, carries -0.05; number 31, C, carries -0.44; number 32, C, carries -0.09; number 33, C, carries 0.00; number 34, C, carries -0.44; number 35, C, carries -0.01; number 36, C, carries -0.07; number 37, C, carries -0.08; number 38, C, carries -0.09; number 39, C, carries -0.06; number 40, C, carries -0.07; number 41, C, carries 0.00; number 42, C, carries -0.04; number 43, C, carries -0.08; number 44, C, carries -0.08; number 45, C, carries -0.09; number 46, C, carries -0.06; number 47, C, carries -0.03; number 48, C, carries -0.16; number 49, C, carries -0.06; number 50, C, carries -0.01; number 51, C, carries -0.07; number 52, C, carries -0.43; number 53, C, carries -0.02; number 54, C, carries -0.15; number 55, C, carries -0.10; number 56, C, carries -0.23; number 57, C, carries -0.09; number 58, C, carries -0.12; number 59, C, carries -0.12; number 60, C, carries -0.06; number 61, C, carries -0.11; number 62, C, carries -0.08; number 63, C, carries -0.23; number 64, C, carries -0.17; number 65, C, carries -0.08; number 66, C, carries -0.13; number 67, C, carries -0.02; number 68, C, carries -0.22; number 69, C, carries -0.10; number 70, C, carries -0.50; number 71, C, carries 0.00; number 72, H, carries 0.11; number 73, H, carries 0.09; number 74, H, carries 0.11; number 75, H, carries 0.11; number 76, H, carries 0.11; number 77, H, carries 0.11; number 78, H, carries 0.13; number 79, H, carries 0.10; number 80, H, carries 0.11; number 81, H, carries 0.10; number 82, H, carries 0.08; number 83, H, carries 0.08; number 84, H, carries 0.12; number 85, H, carries 0.09; number 86, H, carries 0.12; number 87, H, carries 0.11; number 88, H, carries 0.09; number 89, H, carries 0.13; number 90, H, carries 0.11; number 91, H, carries 0.10; number 92, H, carries 0.09; number 93, H, carries 0.11; number 94, H, carries 0.12; number 95, H, carries 0.08; number 96, H, carries 0.10; number 97, H, carries 0.11; number 98, H, carries 0.12; number 99, H, carries 0.09

C3H3N3 | the ωB97M-V functional and the def2-TZVPD basis

Results
Kohn-Sham gap	9.255	eV
SMILES	[H]/N=C1/C=NC=N1
LUMO	-0.88	eV
energy relative to the best compared isomer or geometry (same formula, charge and spin)	1.734	eV
HOMO energy	-10.14	eV
energy	-280.3171	hartree
spin multiplicity	1
molecular weight	81.08	g/mol

Element x y z (Å)
N: -1.899 0.130 -0.068
N: 0.125 -1.223 0.000
N: 1.420 0.734 -0.063
C: -0.722 -0.127 0.011
C: 0.244 1.165 0.006
C: 1.311 -0.692 -0.068
H: -2.399 -0.827 -0.018
H: -0.268 2.095 0.094
H: 2.188 -1.256 0.106

Charges per atom according to Löwdin partitioning, unit e: number 1, N, carries 0.18; number 2, N, carries 0.11; number 3, N, carries 0.07; number 4, C, carries -0.49; number 5, C, carries -0.04; number 6, C, carries -0.14; number 7, H, carries 0.11; number 8, H, carries 0.10; number 9, H, carries 0.10

C31H39IrN8O4S | the ωB97M-V functional and the def2-TZVPD basis

Results
Kohn-Sham gap (alpha / beta)	4.926 / 5.563	eV
total charge	+2
LUMO (alpha / beta)	-5.80 / -8.10	eV
<S²>	6.051
energy relative to the best compared isomer or geometry (same formula, charge and spin)	0.000	eV
HOMO energy (alpha / beta)	-10.72 / -13.66	eV
energy	-2445.5228	hartree
spin multiplicity	5
molecular weight	811.99	g/mol

Element x y z (Å)
Ir: -0.114 0.084 -0.222
S: -1.089 -1.206 -1.873
O: -2.516 1.760 -2.042
O: -2.652 3.769 -0.930
O: -0.369 -1.322 1.169
O: -1.771 -2.336 2.529
N: -3.002 -3.073 -0.906
N: 5.373 2.813 1.294
N: 2.721 1.880 -2.830
N: -1.860 0.686 0.706
N: 0.877 1.049 1.380
N: 0.979 1.058 -1.311
N: 5.685 1.711 3.232
N: -3.651 -0.959 -1.564
C: -2.139 0.046 1.898
C: 2.828 0.615 2.692
C: -7.190 -2.325 -1.542
C: 8.057 2.306 3.649
C: -3.141 2.570 1.466
C: 0.799 -5.502 -0.872
C: -5.952 -1.518 -2.058
C: 1.920 1.330 -1.975
C: -8.131 -1.438 -0.674
C: 1.578 0.275 2.281
C: 2.523 2.722 1.687
C: -2.530 1.860 0.426
C: -0.617 -6.099 -1.107
C: 4.098 1.441 -2.893
C: -2.894 0.594 2.932
C: -3.378 1.871 2.661
C: 4.811 2.068 2.270
C: 2.207 3.025 -3.587
C: 9.040 3.669 1.884
C: -1.647 -5.040 -1.602
C: -2.141 -4.131 -0.470
C: 6.732 3.086 1.723
C: -2.578 2.386 -0.959
C: 6.878 2.290 2.947
C: 3.404 1.840 2.258
C: -1.401 -1.314 1.984
C: 1.267 2.398 1.312
C: -4.967 -1.088 -0.947
C: 9.149 2.969 3.099
C: -2.639 -1.839 -1.260
C: 7.825 3.682 1.153
H: -0.687 -6.918 -1.910
H: -2.754 -4.645 0.283
H: 4.726 2.279 -3.207
H: 4.063 0.532 -3.629
H: 7.716 4.228 0.174
H: 0.529 3.270 1.100
H: 1.017 -5.343 0.209
H: -2.477 -5.606 -2.031
H: 2.660 3.941 -3.118
H: 1.113 2.991 -3.587
H: -7.652 -0.816 0.112
H: -4.981 -1.756 -0.113
H: -7.711 -2.737 -2.413
H: -3.435 3.584 1.265
H: -8.939 -2.093 -0.197
H: 1.566 -6.012 -1.424
H: -6.864 -3.170 -0.943
H: 2.875 3.767 1.554
H: 1.198 -0.682 2.569
H: 4.738 3.404 0.738
H: -1.339 -3.614 0.072
H: -1.252 -4.330 -2.298
H: -5.116 -0.111 -0.606
H: 9.824 4.036 1.332
H: 0.770 -4.499 -1.317
H: -3.152 0.088 3.853
H: 10.101 2.964 3.630
H: 3.455 -0.126 3.167
H: -3.945 -3.375 -1.163
H: 4.375 1.182 -1.896
H: -6.186 -0.595 -2.653
H: -5.460 -2.277 -2.682
H: 8.027 1.760 4.620
H: -3.302 -0.053 -1.961
H: 2.550 3.038 -4.604
H: -1.060 -6.508 -0.189
H: -8.619 -0.697 -1.257
H: -2.614 4.009 -1.883
H: -4.143 2.229 3.395

Charges per atom according to Löwdin partitioning, unit e: number 1, Ir, carries 1.28; number 2, S, carries 0.69; number 3, O, carries 0.04; number 4, O, carries 0.10; number 5, O, carries -0.28; number 6, O, carries 0.12; number 7, N, carries 0.05; number 8, N, carries 0.17; number 9, N, carries -0.20; number 10, N, carries -0.03; number 11, N, carries -0.15; number 12, N, carries -0.11; number 13, N, carries 0.22; number 14, N, carries 0.00; number 15, C, carries -0.12; number 16, C, carries 0.01; number 17, C, carries -0.24; number 18, C, carries 0.03; number 19, C, carries 0.05; number 20, C, carries -0.09; number 21, C, carries -0.17; number 22, C, carries -0.17; number 23, C, carries -0.11; number 24, C, carries -0.12; number 25, C, carries -0.09; number 26, C, carries -0.16; number 27, C, carries -0.23; number 28, C, carries -0.01; number 29, C, carries 0.05; number 30, C, carries 0.00; number 31, C, carries -0.24; number 32, C, carries 0.00; number 33, C, carries 0.01; number 34, C, carries -0.19; number 35, C, carries -0.19; number 36, C, carries -0.11; number 37, C, carries -0.39; number 38, C, carries -0.19; number 39, C, carries -0.18; number 40, C, carries -0.54; number 41, C, carries -0.14; number 42, C, carries -0.18; number 43, C, carries -0.02; number 44, C, carries -0.60; number 45, C, carries 0.02; number 46, H, carries 0.13; number 47, H, carries 0.14; number 48, H, carries 0.10; number 49, H, carries 0.15; number 50, H, carries 0.14; number 51, H, carries 0.15; number 52, H, carries 0.09; number 53, H, carries 0.11; number 54, H, carries 0.12; number 55, H, carries 0.10; number 56, H, carries 0.07; number 57, H, carries 0.12; number 58, H, carries 0.11; number 59, H, carries 0.13; number 60, H, carries 0.10; number 61, H, carries 0.06; number 62, H, carries 0.09; number 63, H, carries 0.13; number 64, H, carries 0.10; number 65, H, carries 0.16; number 66, H, carries 0.11; number 67, H, carries 0.08; number 68, H, carries 0.10; number 69, H, carries 0.10; number 70, H, carries 0.06; number 71, H, carries 0.14; number 72, H, carries 0.13; number 73, H, carries 0.13; number 74, H, carries 0.16; number 75, H, carries 0.08; number 76, H, carries 0.13; number 77, H, carries 0.11; number 78, H, carries 0.15; number 79, H, carries 0.09; number 80, H, carries 0.09; number 81, H, carries 0.10; number 82, H, carries 0.05; number 83, H, carries 0.15; number 84, H, carries 0.14

Q: What is the molecular weight in the third record?
A: 811.99 g/mol

Q: energy of number 1 (C60H48ClO5S3SiW)?
A: -4702.7728 hartree

Q: energy of number 2 (C3H3N3)?
A: -280.3171 hartree

Q: Which value of energy does entry 3 give?
A: -2445.5228 hartree